Entry 1:
{
  "formula": "C27H47N5O3PRuS3Si4Te",
  "method": "wB97M-V/def2-TZVPD",
  "elements": ["Ru", "O", "N", "C", "C", "C", "C", "C", "S", "H", "H", "H", "H", "C", "N", "C", "N", "C", "N", "C", "P", "C", "C", "H", "H", "H", "H", "H", "H", "H", "H", "H", "H", "H", "H", "C", "Si", "C", "C", "Si", "Te", "Si", "C", "C", "C", "Si", "C", "C", "C", "H", "H", "H", "H", "H", "H", "H", "H", "H", "H", "H", "H", "H", "H", "H", "H", "H", "H", "H", "H", "H", "H", "H", "H", "H", "H", "H", "O", "S", "O", "N", "C", "S", "C", "C", "C", "C", "C", "C", "H", "H", "H", "H"],
  "xyz": [[-0.63, -0.41, 0.87], [1.49, -0.23, 0.82], [2.22, -0.67, 1.84], [3.56, -0.62, 1.69], [4.41, -1.06, 2.66], [3.86, -1.58, 3.84], [2.50, -1.63, 3.97], [1.64, -1.17, 2.96], [-0.06, -1.17, 3.12], [3.88, -0.20, 0.74], [5.48, -1.00, 2.50], [4.51, -1.95, 4.63], [2.04, -2.03, 4.87], [1.43, 3.59, -1.64], [0.98, 2.52, -2.52], [-0.17, 2.98, -3.29], [-1.26, 3.49, -2.45], [-0.74, 4.55, -1.59], [0.39, 4.12, -0.75], [-0.03, 3.13, 0.25], [-0.70, 1.58, -0.51], [0.66, 1.32, -1.75], [-1.90, 2.42, -1.68], [1.80, 4.41, -2.25], [2.26, 3.22, -1.02], [-0.55, 2.15, -3.89], [0.15, 3.78, -3.95], [-1.54, 4.92, -0.95], [-0.39, 5.36, -2.22], [-0.81, 3.57, 0.88], [0.82, 2.89, 0.89], [0.35, 0.52, -2.43], [1.54, 0.98, -1.21], [-2.71, 2.85, -1.09], [-2.32, 1.68, -2.35], [1.74, -7.14, 1.07], [1.31, -5.33, 1.29], [0.81, -5.03, 3.07], [2.81, -4.29, 0.86], [-0.41, -4.81, -0.21], [-0.52, -2.33, -0.76], [-2.49, -5.40, 0.70], [-2.41, -7.16, 1.36], [-3.76, -5.33, -0.67], [-2.88, -4.22, 2.09], [0.09, -5.63, -2.34], [-1.05, -4.92, -3.64], [-0.04, -7.50, -2.33], [1.86, -5.16, -2.75], [2.56, -7.45, 1.73], [2.03, -7.35, 0.04], [0.87, -7.77, 1.30], [1.65, -5.25, 3.74], [-0.03, -5.67, 3.35], [0.51, -4.00, 3.22], [3.53, -4.25, 1.69], [2.49, -3.27, 0.63], [3.32, -4.68, -0.02], [-2.25, -7.88, 0.55], [-3.35, -7.42, 1.86], [-1.59, -7.28, 2.08], [-3.43, -5.90, -1.55], [-3.91, -4.29, -0.98], [-4.73, -5.72, -0.35], [-2.41, -4.53, 3.03], [-3.97, -4.16, 2.25], [-2.54, -3.21, 1.86], [-2.04, -5.37, -3.59], [-0.65, -5.08, -4.64], [-1.16, -3.84, -3.49], [-1.06, -7.83, -2.12], [0.61, -7.94, -1.57], [0.26, -7.92, -3.30], [2.02, -4.09, -2.57], [2.08, -5.36, -3.80], [2.57, -5.71, -2.14], [-4.01, -2.18, -0.44], [-3.57, -0.82, -0.37], [-2.86, -0.37, -1.54], [-2.71, -0.50, 1.04], [-3.14, 0.68, 1.53], [-2.22, 1.53, 2.61], [-4.41, 1.18, 0.92], [-5.13, 2.30, 1.26], [-6.29, 2.58, 0.55], [-6.72, 1.74, -0.48], [-5.98, 0.62, -0.83], [-4.84, 0.36, -0.10], [-4.78, 2.94, 2.06], [-6.88, 3.45, 0.80], [-7.63, 1.98, -1.01], [-6.29, -0.03, -1.64]],
  "mulliken_spin": [0.351, -0.004, 0.012, -0.001, 0.002, -0.002, 0.000, 0.001, 0.008, -0.002, 0.000, 0.000, -0.001, 0.000, 0.001, 0.000, 0.000, 0.000, 0.000, -0.003, 0.020, 0.006, -0.001, 0.000, 0.000, 0.000, 0.000, 0.000, 0.000, 0.001, 0.000, -0.006, 0.006, 0.000, 0.000, 0.002, 0.014, -0.003, -0.003, 0.055, 0.486, 0.020, 0.001, 0.007, 0.004, -0.003, 0.012, -0.001, 0.012, 0.001, 0.000, 0.000, 0.000, 0.000, 0.001, 0.001, 0.011, 0.002, 0.000, 0.001, 0.000, 0.000, 0.002, 0.000, 0.000, 0.001, -0.005, 0.001, 0.001, -0.002, 0.000, 0.000, 0.000, -0.004, 0.001, 0.000, -0.014, 0.014, -0.003, 0.003, -0.010, -0.001, 0.005, 0.001, 0.000, 0.000, -0.002, 0.000, 0.000, 0.000, 0.000, 0.000],
  "lumo_energy_ev": [-0.476, -1.512],
  "multiplicity": 2,
  "homo_energy_ev": [-7.23, -7.03]
}

Entry 2:
{
  "formula": "C50H50CsN9SSeSi",
  "method": "wB97M-V/def2-TZVPD",
  "elements": ["Cs", "N", "C", "C", "C", "C", "C", "C", "S", "N", "C", "C", "C", "C", "C", "C", "N", "H", "H", "H", "H", "H", "H", "H", "H", "H", "C", "Si", "C", "N", "C", "C", "C", "C", "C", "C", "C", "C", "C", "C", "C", "C", "C", "C", "C", "C", "C", "H", "H", "H", "H", "H", "H", "H", "H", "H", "H", "H", "H", "H", "H", "H", "H", "H", "H", "H", "H", "H", "H", "H", "H", "C", "C", "C", "C", "C", "C", "N", "N", "C", "C", "C", "C", "C", "N", "H", "H", "H", "H", "H", "H", "H", "H", "H", "C", "N", "C", "Se", "N", "C", "C", "C", "C", "C", "C", "H", "H", "H", "H", "H", "H", "H", "H"],
  "xyz": [[0.24, 1.22, -0.18], [-1.28, 4.60, -1.60], [-1.83, 5.73, -1.00], [-1.76, 6.97, -1.62], [-2.30, 8.09, -1.00], [-2.94, 7.96, 0.23], [-3.04, 6.71, 0.83], [-2.46, 5.60, 0.24], [-2.47, 4.03, 1.03], [-2.32, 2.94, -0.27], [-1.76, 3.33, -1.36], [-1.46, 2.35, -2.47], [-2.05, 1.13, -2.45], [-1.61, 0.04, -3.40], [-0.76, 0.69, -4.46], [-0.26, 1.94, -4.33], [-0.51, 2.83, -3.32], [-0.86, 4.64, -2.53], [-1.29, 7.05, -2.59], [-2.23, 9.05, -1.48], [-3.37, 8.83, 0.71], [-3.55, 6.61, 1.78], [-2.78, 0.91, -1.68], [-2.49, -0.44, -3.86], [-0.51, 0.12, -5.35], [0.39, 2.31, -5.12], [-0.84, -1.12, -2.67], [-1.89, -2.43, -1.86], [-3.11, -1.74, -0.58], [-2.61, -0.75, 0.37], [-1.77, -1.32, 1.42], [-2.28, -1.02, 2.83], [-3.76, -1.39, 2.91], [-4.59, -0.59, 1.89], [-3.67, 0.11, 0.89], [-0.79, -3.76, -1.09], [-1.30, -4.74, -0.23], [-0.50, -5.77, 0.24], [0.83, -5.85, -0.13], [1.36, -4.89, -0.98], [0.55, -3.86, -1.45], [-2.97, -3.31, -3.13], [-2.63, -4.57, -3.62], [-3.41, -5.21, -4.58], [-4.55, -4.59, -5.07], [-4.91, -3.34, -4.59], [-4.13, -2.71, -3.63], [-0.17, -0.66, -1.94], [-0.20, -1.62, -3.40], [-3.62, -2.59, -0.09], [-3.89, -1.26, -1.18], [-0.73, -0.98, 1.31], [-1.73, -2.41, 1.31], [-2.13, 0.03, 3.08], [-1.69, -1.59, 3.55], [-4.14, -1.25, 3.93], [-3.85, -2.46, 2.71], [-5.21, 0.16, 2.39], [-5.28, -1.26, 1.37], [-3.20, 0.98, 1.35], [-4.23, 0.51, 0.04], [-2.34, -4.72, 0.06], [-0.92, -6.52, 0.90], [1.46, -6.66, 0.23], [2.40, -4.94, -1.28], [0.99, -3.12, -2.11], [-1.75, -5.08, -3.25], [-3.12, -6.19, -4.94], [-5.16, -5.09, -5.81], [-5.80, -2.85, -4.97], [-4.43, -1.73, -3.29], [1.41, -2.84, 4.41], [0.77, -3.34, 3.29], [1.07, -2.82, 2.04], [1.97, -1.78, 1.95], [2.65, -1.29, 3.06], [2.36, -1.83, 4.30], [2.24, -1.28, 0.61], [2.73, -0.14, 0.60], [3.05, 0.31, -0.76], [3.59, -0.58, -1.68], [3.95, -0.07, -2.92], [3.78, 1.29, -3.16], [3.24, 2.09, -2.16], [2.89, 1.61, -0.97], [1.19, -3.26, 5.39], [0.05, -4.15, 3.38], [0.61, -3.21, 1.14], [3.40, -0.52, 2.94], [2.89, -1.48, 5.18], [3.69, -1.63, -1.44], [4.36, -0.72, -3.68], [4.05, 1.73, -4.11], [3.06, 3.14, -2.33], [4.69, 3.43, 1.09], [4.22, 2.76, 2.28], [2.95, 2.74, 2.73], [1.45, 3.48, 1.97], [2.96, 2.09, 3.92], [4.24, 1.68, 4.24], [4.76, 0.99, 5.33], [6.12, 0.73, 5.31], [6.93, 1.16, 4.25], [6.41, 1.85, 3.17], [5.04, 2.10, 3.19], [3.83, 3.85, 0.59], [5.19, 2.71, 0.43], [5.39, 4.22, 1.37], [2.11, 1.95, 4.44], [4.14, 0.68, 6.15], [6.57, 0.20, 6.14], [7.99, 0.94, 4.28], [7.04, 2.18, 2.36]],
  "mulliken_charge": [1.558, 0.023, -0.035, -0.578, -0.569, -0.596, -0.635, 0.706, -0.134, 0.000, -0.398, -0.158, -0.462, 1.501, -1.064, -0.847, -0.621, 0.297, 0.412, 0.375, 0.370, 0.400, 0.357, 0.087, 0.398, 0.443, 0.561, -0.465, -1.102, 0.714, 0.827, -0.945, -0.751, -0.761, -0.776, 1.213, -0.416, -0.822, -0.595, -0.568, -0.530, 0.531, -0.399, -0.762, -0.519, -0.843, -0.329, -1.736, 0.926, 0.442, 0.952, -1.503, -0.072, 0.346, 0.506, 0.470, 0.227, 0.500, 0.224, 0.166, 0.619, 0.344, 0.431, 0.387, 0.417, 0.308, 0.308, 0.417, 0.386, 0.411, 0.247, -0.789, -0.578, 0.965, -0.527, -0.306, -0.525, 0.284, 0.124, 0.196, -0.965, -0.536, -0.681, -0.656, 0.380, 0.403, 0.490, -0.080, 0.551, 0.392, 0.572, 0.422, 0.438, 0.429, -1.223, 0.397, -0.389, -0.201, 0.330, -0.120, -0.754, -0.611, -0.731, -0.547, 0.929, 0.289, 0.393, 0.381, 0.258, 0.527, 0.406, 0.392, 0.455],
  "lumo_energy_ev": -0.970,
  "homo_energy_ev": -5.61
}

Entry 3:
{
  "formula": "C38H50BF4N8O2Sc",
  "method": "wB97M-V/def2-TZVPD",
  "elements": ["Sc", "C", "C", "C", "C", "C", "C", "N", "N", "B", "N", "C", "C", "C", "N", "C", "C", "C", "N", "C", "C", "C", "N", "C", "C", "C", "H", "H", "H", "H", "H", "H", "H", "H", "H", "H", "H", "H", "H", "H", "H", "H", "H", "H", "H", "H", "H", "H", "H", "H", "H", "H", "H", "H", "C", "N", "C", "C", "C", "N", "C", "C", "F", "C", "F", "C", "C", "F", "C", "F", "H", "H", "H", "H", "H", "H", "H", "H", "H", "H", "H", "C", "C", "C", "C", "C", "C", "C", "C", "C", "C", "O", "O", "H", "H", "H", "H", "H", "H", "H", "H", "H", "H", "H"],
  "xyz": [[-0.38, -0.86, -0.06], [-3.54, 0.33, -3.87], [-2.05, 0.45, -3.59], [-1.31, -0.87, -3.79], [-1.74, 1.13, -2.29], [-2.36, 2.28, -1.77], [-1.55, 2.69, -0.74], [-0.51, 1.86, -0.64], [-0.63, 0.86, -1.58], [0.92, 2.37, -0.20], [0.91, 2.87, 1.24], [0.63, 4.11, 1.67], [0.75, 4.14, 3.04], [1.15, 2.82, 3.37], [1.23, 2.07, 2.28], [1.49, 2.27, 4.73], [2.78, 2.90, 5.26], [0.34, 2.46, 5.71], [1.95, 1.25, -0.39], [3.22, 1.49, -0.73], [3.92, 0.30, -0.73], [2.97, -0.66, -0.37], [1.78, -0.09, -0.17], [3.24, -2.13, -0.23], [4.29, -2.39, 0.86], [3.73, -2.72, -1.55], [-3.70, -0.04, -4.88], [-4.01, -0.38, -3.19], [-4.05, 1.28, -3.78], [-1.65, 1.15, -4.34], [-1.74, -1.66, -3.19], [-1.39, -1.18, -4.84], [-0.25, -0.77, -3.55], [-3.27, 2.75, -2.12], [-1.62, 3.56, -0.11], [1.23, 3.29, -0.91], [0.39, 4.90, 0.97], [0.61, 4.98, 3.70], [1.67, 1.20, 4.59], [2.65, 3.98, 5.40], [3.05, 2.47, 6.23], [3.60, 2.75, 4.57], [0.14, 3.52, 5.87], [-0.58, 2.01, 5.34], [0.57, 2.02, 6.68], [3.54, 2.50, -0.94], [4.96, 0.15, -0.96], [2.31, -2.63, 0.03], [5.26, -1.98, 0.57], [4.02, -1.95, 1.82], [4.42, -3.47, 1.00], [4.68, -2.28, -1.85], [3.86, -3.80, -1.46], [3.01, -2.53, -2.35], [1.20, -1.92, 2.50], [-0.17, -1.55, 2.12], [-1.06, -2.72, 2.28], [-0.63, -0.46, 3.01], [-1.85, 0.28, 2.43], [-2.05, -0.12, 1.04], [-3.32, -0.28, 0.61], [-3.52, -1.15, -0.47], [-2.36, -1.68, -0.98], [-4.74, -1.51, -0.97], [-4.81, -2.39, -1.97], [-5.90, -0.95, -0.45], [-5.74, -0.04, 0.58], [-6.82, 0.55, 1.10], [-4.51, 0.30, 1.10], [-4.46, 1.25, 2.06], [1.25, -2.25, 3.54], [1.54, -2.73, 1.85], [1.85, -1.05, 2.37], [-1.02, -3.07, 3.32], [-2.08, -2.44, 2.04], [-0.75, -3.52, 1.61], [-0.86, -0.87, 4.00], [0.20, 0.23, 3.11], [-2.73, 0.05, 3.03], [-1.67, 1.36, 2.52], [-6.87, -1.21, -0.83], [4.13, -7.13, -3.12], [3.00, -6.32, -2.56], [2.71, -6.34, -1.19], [1.68, -5.58, -0.66], [1.38, -5.66, 0.82], [0.93, -4.76, -1.51], [1.20, -4.72, -2.87], [0.39, -3.87, -3.81], [2.23, -5.51, -3.38], [-0.21, -3.95, -0.91], [-1.26, -4.47, -0.63], [0.07, -2.69, -0.67], [4.31, -8.02, -2.52], [5.06, -6.55, -3.12], [3.93, -7.44, -4.14], [3.29, -6.97, -0.54], [1.93, -6.48, 1.28], [0.32, -5.80, 1.00], [1.68, -4.74, 1.33], [-0.17, -3.11, -3.27], [-0.32, -4.48, -4.37], [1.04, -3.37, -4.53], [2.43, -5.49, -4.44]],
  "mulliken_charge": [-1.092, -1.444, 0.985, -1.417, 0.045, -1.470, -0.609, 2.103, -1.201, -0.484, 0.840, -0.611, -1.138, 0.268, -0.421, 0.880, -1.628, -1.412, -0.814, -0.635, -1.491, -0.703, 1.846, 4.277, -1.836, -1.726, 0.456, 0.160, 0.423, 0.507, 0.104, 0.449, 0.375, 0.433, 0.569, -0.121, 0.545, 0.527, 0.114, 0.308, 0.449, 0.395, 0.317, 0.261, 0.432, 0.530, 0.612, -2.357, 0.420, 0.358, 0.410, 0.445, 0.420, 0.289, -0.007, 1.689, -0.825, 0.588, -1.769, 2.121, -0.275, 0.585, 0.386, -0.645, -0.335, -0.803, 0.187, -0.340, 0.125, -0.367, 0.501, -1.112, 0.163, 0.429, 0.060, -0.039, 0.427, -1.050, 0.532, 0.326, 0.535, -1.572, 0.687, -1.120, 1.265, -1.452, 0.745, 1.089, -1.353, -0.812, -1.047, -0.670, 0.920, 0.381, 0.279, 0.390, 0.362, 0.484, 0.318, 0.073, -0.296, 0.431, 0.462, 0.411],
  "lumo_energy_ev": 0.541,
  "homo_energy_ev": -7.75
}

| no. | M (g mol⁻¹) |
| --- | --- |
| 1 | 957.89 |
| 2 | 1049.03 |
| 3 | 782.63 |